Entry 1:
C19H20F4N | ωB97M-V with the def2-TZVPD basis set

CARTESIAN COORDINATES (ANGSTROEM)
C -0.96 0.51 -2.64
N -0.85 -0.90 -3.07
C 0.50 -1.47 -2.81
C 0.66 -2.86 -3.42
C -0.44 -3.80 -2.91
C -1.83 -3.19 -3.17
C -1.93 -1.79 -2.56
H -1.94 0.91 -2.92
H -0.84 0.58 -1.56
H -0.19 1.11 -3.12
H 1.25 -0.77 -3.22
H 0.67 -1.49 -1.73
H 0.59 -2.79 -4.51
H 1.66 -3.27 -3.21
H -0.36 -4.80 -3.37
H -0.31 -3.97 -1.83
H -2.00 -3.13 -4.25
H -2.63 -3.84 -2.78
H -1.86 -1.83 -1.47
H -2.89 -1.33 -2.79
F 3.27 4.79 2.63
C 2.37 4.22 1.80
C 2.16 4.73 0.53
C 1.25 4.15 -0.33
F 1.07 4.65 -1.57
C 0.55 3.04 0.08
C 0.73 2.47 1.36
C -0.02 1.31 1.67
C -0.11 0.49 2.83
C -0.99 -0.61 2.77
C -1.13 -1.48 3.82
F -1.97 -2.54 3.73
C -0.39 -1.28 4.98
C 0.48 -0.21 5.08
F 1.21 -0.03 6.20
C 0.61 0.66 4.03
C 1.66 3.11 2.21
H 2.73 5.59 0.21
H -0.17 2.62 -0.60
H -0.65 0.98 0.86
H -1.59 -0.78 1.89
H -0.48 -1.98 5.79
H 1.28 1.48 4.17
H 1.86 2.76 3.20

Total charge: +1
HOMO-LUMO gap in eV: 4.0
Molar mass in g mol⁻¹: 338.37
LUMO energy in Eh: -0.24937

These are the natural (NBO) partial charges, in e, on atoms 1 to 5: atom 1 (C): -0.40, atom 2 (N): -0.43, atom 3 (C): -0.22, atom 4 (C): -0.41, atom 5 (C): -0.40

Entry 2:
C33H83ClNO23PS | ωB97M-V with the def2-TZVPD basis set

CARTESIAN COORDINATES (ANGSTROEM)
C 6.75 -2.76 -0.70
C 6.42 -1.24 -1.10
C 5.45 -0.49 -0.05
C 5.57 1.13 -0.24
C 4.52 1.94 0.67
C 3.08 2.16 -0.02
C 2.93 3.63 -0.72
C 1.58 3.66 -1.63
C 0.68 4.96 -1.35
C -0.54 5.16 -2.42
C -1.22 3.68 -2.55
C -1.98 3.20 -1.25
C -2.59 1.77 -1.32
C -2.49 0.84 -2.59
C -1.76 1.32 -3.86
C -1.13 2.75 -3.81
C -0.32 3.20 -5.14
C -0.98 4.46 -5.90
C -3.15 -0.63 -2.46
O -3.83 -1.14 -3.38
C -2.88 -1.34 -1.03
C -2.98 -0.41 0.24
C -2.73 -0.88 1.68
C -2.33 -2.40 1.86
C -2.03 -2.87 3.37
C -1.08 -1.72 4.02
C -1.92 -0.75 5.03
C -1.58 0.81 4.79
S -3.06 1.92 4.95
O -3.38 2.30 6.38
O -2.84 3.22 4.19
Cl -4.81 1.07 4.17
C -2.22 -3.31 0.61
P -1.68 -5.13 0.85
N -0.11 -5.15 0.42
C -2.49 -2.83 -0.86
C -2.35 -3.78 -2.15
O -3.16 -4.96 -2.09
C -4.53 -4.70 -2.49
C -5.49 -4.55 -1.19
C -3.35 1.14 -0.03
O -4.17 1.80 0.67
H 5.92 -3.51 -0.99
H 7.70 -3.04 -1.30
H 7.03 -2.89 0.40
H 5.95 -1.23 -2.15
H 7.42 -0.69 -1.20
H 4.39 -0.86 -0.23
H 5.77 -0.83 1.00
H 5.53 1.41 -1.35
H 6.63 1.38 0.15
H 4.98 2.96 0.89
H 4.46 1.38 1.68
H 2.30 2.08 0.83
H 2.84 1.31 -0.75
H 3.80 3.70 -1.47
H 2.91 4.45 0.06
H 1.88 3.70 -2.75
H 1.04 2.67 -1.41
H 1.27 5.94 -1.21
H 0.14 4.77 -0.34
H -0.09 5.49 -3.43
H -1.30 5.90 -2.00
H -2.08 3.84 -0.31
H -1.67 0.63 -4.76
H -0.20 2.27 -5.82
H 0.75 3.42 -4.77
H -1.95 4.71 -5.36
H -0.20 5.31 -5.84
H -1.15 4.12 -6.99
H -2.82 -0.14 2.54
H -1.35 -3.80 3.29
H -2.98 -3.06 3.98
H -0.27 -2.20 4.70
H -0.50 -1.13 3.23
H -1.69 -0.99 6.12
H -3.02 -0.97 4.80
H -1.04 0.97 3.78
H -0.84 1.15 5.60
H -2.36 -6.03 -0.04
H -1.74 -5.55 2.21
H 0.03 -5.77 -0.40
H -2.57 -3.25 -3.14
H -1.23 -4.08 -2.20
H -4.66 -3.82 -3.21
H -4.91 -5.65 -3.03
H -5.38 -5.53 -0.61
H -5.04 -3.70 -0.57
H -6.57 -4.37 -1.51
O 7.12 -5.67 0.04
H 6.92 -6.34 -0.62
H 7.30 -6.18 0.84
O 1.54 -3.11 5.23
H 1.68 -3.68 6.00
H 1.45 -3.74 4.50
O 2.84 -0.43 1.19
H 2.14 -1.07 0.97
H 2.39 0.21 1.77
O 8.43 -1.69 -3.24
H 8.11 -1.21 -4.02
H 9.39 -1.63 -3.31
O 2.46 7.98 -1.93
H 3.29 8.45 -1.79
H 1.78 8.66 -1.79
O -7.14 -4.32 1.06
H -7.07 -3.49 1.54
H -7.78 -4.84 1.57
O -6.47 -1.58 2.40
H -5.77 -1.07 2.83
H -7.18 -0.94 2.27
O 4.11 -4.03 -2.16
H 3.24 -3.72 -1.85
H 3.96 -4.96 -2.40
O -5.86 1.70 -2.23
H -5.55 0.80 -2.34
H -5.82 1.85 -1.27
O 3.28 3.74 2.56
H 4.11 4.21 2.69
H 2.60 4.42 2.69
O 0.14 3.90 5.80
H -0.76 4.27 5.74
H 0.04 3.16 6.41
O 0.09 7.31 -4.70
H 0.81 7.82 -4.29
H -0.61 7.96 -4.83
O -0.17 -7.08 4.00
H -0.73 -7.70 3.52
H 0.24 -6.54 3.32
O 1.13 -2.99 -1.33
H 0.25 -2.62 -1.39
H 1.04 -3.71 -0.68
O 0.24 6.95 -8.55
H 0.55 6.04 -8.64
H 0.28 7.11 -7.60
O 3.37 -1.56 3.83
H 3.06 -1.07 3.05
H 4.33 -1.49 3.78
O -9.19 -3.18 3.40
H -8.37 -2.70 3.55
H -9.88 -2.51 3.54
O 1.07 1.40 3.42
H 1.63 1.06 4.13
H 0.94 2.33 3.65

Total charge: 0
HOMO-LUMO gap in eV: 7.3
Molar mass in g mol⁻¹: 960.50
LUMO energy in Eh: -0.04684

These are the Mulliken partial charges, in e, on atoms 1 to 5: atom 1 (C): -0.83, atom 2 (C): -0.32, atom 3 (C): -0.02, atom 4 (C): -0.82, atom 5 (C): -0.50

Entry 3:
CNa4O3 | ωB97M-V with the def2-TZVPD basis set

CARTESIAN COORDINATES (ANGSTROEM)
Na -1.50 1.31 -1.70
Na -0.38 -1.69 2.57
Na 1.98 2.03 -1.85
Na -1.65 0.95 2.08
C 0.35 -0.67 -0.30
O -0.76 -0.47 0.30
O 1.23 -1.34 0.26
O 0.73 -0.13 -1.37

Total charge: +2
HOMO-LUMO gap in eV: 5.5
Molar mass in g mol⁻¹: 151.97
LUMO energy in Eh: -0.30792

These are the natural (NBO) partial charges, in e, on atoms 1 to 5: atom 1 (Na): 0.95, atom 2 (Na): 0.97, atom 3 (Na): 0.98, atom 4 (Na): 0.98, atom 5 (C): 0.92

Entry 4:
C5H7NO2 | ωB97M-V with the def2-TZVPD basis set

CARTESIAN COORDINATES (ANGSTROEM)
C 1.30 0.89 0.77
C 0.48 0.41 -0.37
C -0.88 0.94 -0.74
C -0.90 -0.41 -0.12
O -1.68 -0.40 1.04
N -0.82 -1.67 -0.76
C 0.29 -2.07 -0.49
O 1.29 -2.64 -0.24
H 2.18 0.24 0.87
H 0.76 0.88 1.72
H 1.67 1.90 0.58
H 1.10 0.22 -1.24
H -1.24 1.77 -0.14
H -1.15 1.00 -1.79
H -2.39 -1.06 0.93

Total charge: 0
Structure (SMILES): C[C@@H]1C[C@@]1(O)N=C=O
HOMO-LUMO gap in eV: 9.8
Molar mass in g mol⁻¹: 113.12
LUMO energy in Eh: 0.02929

These are the natural (NBO) partial charges, in e, on atoms 1 to 5: atom 1 (C): -0.62, atom 2 (C): -0.27, atom 3 (C): -0.45, atom 4 (C): 0.39, atom 5 (O): -0.71

Entry 5:
C7H7NOS | ωB97M-V with the def2-TZVPD basis set

CARTESIAN COORDINATES (ANGSTROEM)
C 0.41 -1.63 2.01
C -0.06 -0.55 1.50
C -0.59 0.49 1.05
C -1.19 1.57 0.52
C -1.48 1.92 -0.91
C -1.67 1.08 -1.89
S -1.84 -0.71 -1.80
H 0.75 -2.45 1.28
H 0.68 -1.81 3.05
H -1.27 2.37 1.28
H -1.64 3.08 -1.02
H -1.88 1.41 -2.95
H -1.87 -0.79 -0.56
N 2.84 -1.68 -0.65
C 3.08 -0.67 -0.07
O 3.64 0.19 0.49
H 2.09 -1.81 -1.31

Total charge: 0
Structure (SMILES): C=C=C=C/C=C\S.N=C=O
HOMO-LUMO gap in eV: 8.0
Molar mass in g mol⁻¹: 153.21
LUMO energy in Eh: -0.01322

These are the natural (NBO) partial charges, in e, on atoms 1 to 5: atom 1 (C): -0.42, atom 2 (C): -0.03, atom 3 (C): -0.03, atom 4 (C): -0.24, atom 5 (C): -0.27

Entry 6:
C2H4N2OS | ωB97M-V with the def2-TZVPD basis set

CARTESIAN COORDINATES (ANGSTROEM)
N -0.01 0.73 -1.49
C -0.57 1.08 -0.35
O -1.10 2.17 -0.15
C -0.26 0.20 0.81
N 0.41 -0.90 0.68
S 0.76 -2.11 1.79
H -0.18 1.26 -2.32
H 0.31 -0.17 -1.58
H -0.59 0.67 1.77
H 1.24 -2.92 0.83

Total charge: 0
Structure (SMILES): NC(=O)/C=N/S
HOMO-LUMO gap in eV: 9.6
Molar mass in g mol⁻¹: 104.13
LUMO energy in Eh: 0.00470

These are the natural (NBO) partial charges, in e, on atoms 1 to 5: atom 1 (N): -0.78, atom 2 (C): 0.59, atom 3 (O): -0.60, atom 4 (C): 0.01, atom 5 (N): -0.59

Entry 7:
C6H6INOS | ωB97M-V with the def2-TZVPD basis set

CARTESIAN COORDINATES (ANGSTROEM)
C -1.12 -0.15 -0.83
C -0.25 0.74 -0.35
C -0.87 2.96 -0.99
C 3.27 -2.47 2.16
C -1.04 -1.46 -0.13
C 0.59 0.32 0.69
N -0.04 2.02 -0.87
O 2.66 -1.60 2.59
S 0.48 -1.29 0.99
I 2.19 -3.04 -0.40
H -1.92 0.22 -1.59
H -0.81 3.83 -1.59
H -1.73 2.95 -0.41
H -1.82 -1.63 0.53
H -0.95 -2.20 -0.96
H 1.35 0.80 1.16

Total charge: 0
HOMO-LUMO gap (spin up / spin down) in eV: 6.6 / 6.3
Molar mass in g mol⁻¹: 267.09
LUMO energy (spin up / spin down) in Eh: -0.04566 / -0.05071

These are the natural (NBO) partial charges, in e, on atoms 1 to 5: atom 1 (C): -0.22, atom 2 (C): 0.06, atom 3 (C): 0.00, atom 4 (C): 0.50, atom 5 (C): -0.54

Entry 8:
C12H24F2MgO12 | ωB97M-V with the def2-TZVPD basis set

CARTESIAN COORDINATES (ANGSTROEM)
Mg -0.53 -0.36 0.21
F -0.61 2.81 -0.74
F -0.58 -3.45 1.37
C -6.43 1.51 -1.76
O -6.77 0.16 -1.96
C -5.83 -0.79 -2.18
O -4.64 -0.72 -1.99
O -6.46 -1.91 -2.62
C -5.80 -3.03 -3.07
H -5.71 1.76 -2.55
H -6.05 1.66 -0.75
H -7.17 2.25 -2.08
H -5.05 -3.39 -2.36
H -5.22 -2.67 -3.91
H -6.54 -3.76 -3.41
C -1.43 -0.35 6.59
O -1.36 1.07 6.61
C -1.67 1.73 5.56
O -1.84 1.30 4.37
O -1.67 2.98 5.97
C -1.99 4.06 5.11
H -0.79 -0.81 5.83
H -2.46 -0.59 6.33
H -1.16 -0.70 7.58
H -2.42 3.75 4.15
H -1.11 4.70 5.02
H -2.70 4.67 5.67
C 1.87 -1.50 -7.73
O 1.50 -1.53 -6.36
C 2.20 -1.08 -5.27
O 1.87 -1.14 -4.08
O 3.40 -0.60 -5.73
C 4.32 -0.09 -4.74
H 1.32 -2.32 -8.20
H 2.95 -1.63 -7.81
H 1.63 -0.58 -8.25
H 4.99 0.68 -5.13
H 4.91 -1.00 -4.68
H 3.91 0.17 -3.76
C 5.07 -2.43 2.41
O 5.47 -1.21 2.96
C 4.70 -0.14 2.63
O 3.67 -0.11 1.94
O 5.23 0.90 3.21
C 5.00 2.24 2.80
H 5.13 -2.44 1.32
H 4.04 -2.61 2.71
H 5.73 -3.28 2.59
H 5.94 2.72 3.09
H 4.22 2.73 3.38
H 4.94 2.38 1.72

Total charge: 0
HOMO-LUMO gap in eV: 5.6
Molar mass in g mol⁻¹: 422.61
LUMO energy in Eh: -0.14773

These are the natural (NBO) partial charges, in e, on atoms 1 to 5: atom 1 (Mg): 1.62, atom 2 (F): -0.81, atom 3 (F): -0.81, atom 4 (C): -0.26, atom 5 (O): -0.51